{"formula": "C4H6O2S", "method": "wB97M-V/def2-TZVPD", "largest_force_ev_per_a": 7.61, "homo_energy_ha": -0.3480, "de_lowest_kj_mol": 455.4, "total_charge": 0, "homo_lumo_gap_ev": 8.97, "total_energy_ev": -19170.5867, "mol_weight_da": 118.16, "lumo_energy_ev": -0.50, "species": ["C", "C", "C", "C", "H", "H", "H", "H", "H", "H", "O", "O", "S"], "positions_angstrom": [[1.8030, -0.2762, -0.2328], [0.2819, -0.0636, -0.3922], [-0.5433, -0.8131, 0.1994], [-2.8812, 0.8040, 0.1856], [3.3008, 0.8640, 0.9552], [2.2781, -0.9771, 0.5270], [2.1920, -0.9251, -1.2370], [0.0699, 0.6532, -1.2483], [-0.3654, -1.7113, 0.9168], [-2.1316, 1.2640, 0.8844], [2.4250, 0.9610, -0.1102], [-3.9757, 1.1468, -0.2643], [-2.4535, -0.9268, -0.1835]], "forces_ev_per_a": [[1.4, -2.7, -1.6], [4.0, 2.0, -2.6], [-5.3, -4.8, 2.6], [-2.5, -1.6, -1.3], [-3.9, 0.6, -4.8], [-1.8, 0.6, -0.4], [-1.1, 2.0, 1.9], [-0.1, -0.8, 1.4], [0.3, 2.1, -1.3], [-0.8, 0.4, -0.7], [4.3, 0.4, 4.5], [2.9, 0.4, 1.6], [2.6, 1.5, 0.5]]}



{"formula": "As2F13Rb", "method": "wB97M-V/def2-TZVPD", "largest_force_ev_per_a": 13.61, "homo_energy_ha": -0.0342, "de_lowest_kj_mol": 1001.5, "total_charge": -2, "homo_lumo_gap_ev": 5.73, "total_energy_ev": -157659.3190, "mol_weight_da": 482.29, "lumo_energy_ev": 4.80, "species": ["Rb", "As", "F", "F", "F", "F", "F", "F", "As", "F", "F", "F", "F", "F", "F", "F"], "positions_angstrom": [[0.0144, -0.2686, 0.1991], [0.0990, -1.7254, -2.2987], [-0.1275, -0.1013, -3.0148], [1.4170, -1.0231, -1.4237], [0.4179, -3.3418, -1.4101], [-1.3125, -2.4907, -3.1519], [1.2157, -2.2567, -3.5845], [-1.0717, -1.2002, -1.0421], [-0.0454, 1.5403, 2.3234], [-1.3314, 2.2949, 3.3488], [0.1992, 0.3936, 3.7201], [1.2457, 0.8409, 1.3956], [-0.4167, 2.7403, 0.9616], [1.1139, 2.6887, 2.9716], [-1.2537, 0.3441, 1.6460], [-0.1638, 1.5651, -0.6403]], "forces_ev_per_a": [[6.8, -5.1, 2.9], [-1.0, -0.8, -1.4], [0.0, -2.2, -0.1], [1.7, -1.6, -2.1], [-0.6, 2.1, -1.1], [1.6, 0.7, 0.6], [-1.0, 0.4, 0.8], [-6.4, -7.4, -9.5], [-2.1, 3.2, 0.3], [0.9, -0.7, -0.9], [0.1, 0.9, -1.5], [4.1, 3.9, 5.2], [0.1, -0.3, 5.2], [-0.3, -0.5, 0.2], [-3.7, 3.8, 6.6], [-0.2, 3.6, -5.2]]}



{"formula": "C43H52FN9O", "method": "wB97M-V/def2-TZVPD", "largest_force_ev_per_a": 3.97, "smiles": "C=CCc1ccc(F)c2nc(COCCC)cnc12.c1cc[nH]c1.c1cc[nH]c1.c1cc[nH]c1.c1cc[nH]c1.c1cc[nH]c1.c1cc[nH]c1.c1cc[nH]c1", "homo_energy_ha": -0.3008, "de_lowest_kj_mol": 263.0, "total_charge": 0, "homo_lumo_gap_ev": 7.16, "total_energy_ev": -63603.6990, "mol_weight_da": 729.95, "lumo_energy_ev": -1.03, "species": ["C", "C", "C", "C", "C", "C", "C", "F", "C", "N", "C", "C", "O", "C", "C", "C", "C", "N", "C", "H", "H", "H", "H", "H", "H", "H", "H", "H", "H", "H", "H", "H", "H", "H", "H", "H", "N", "C", "C", "C", "C", "H", "H", "H", "H", "H", "N", "C", "C", "C", "C", "H", "H", "H", "H", "H", "N", "C", "C", "C", "C", "H", "H", "H", "H", "H", "N", "C", "C", "C", "C", "H", "H", "H", "H", "H", "N", "C", "C", "C", "C", "H", "H", "H", "H", "H", "N", "C", "C", "C", "C", "H", "H", "H", "H", "H", "N", "C", "C", "C", "C", "H", "H", "H", "H", "H"], "positions_angstrom": [[0.8165, 1.1336, -1.4201], [1.5622, 1.8838, -2.3082], [1.5186, 3.4416, -2.4733], [0.1034, 4.0756, -2.2415], [0.0643, 5.2550, -1.3606], [-1.2299, 5.9936, -1.0851], [-2.4205, 5.4776, -1.7173], [-3.6284, 6.1356, -1.5153], [-2.4282, 4.2737, -2.6280], [-3.6571, 3.9066, -3.1718], [-3.5409, 2.8111, -3.9666], [-4.8707, 2.2877, -4.6455], [-4.9081, 0.8717, -4.8124], [-4.7558, 0.1570, -3.5763], [-5.7617, 0.5742, -2.4245], [-5.0520, 1.4789, -1.2971], [-2.2473, 2.1202, -4.2568], [-1.0356, 2.4629, -3.7446], [-1.1665, 3.5621, -2.8956], [0.7597, 1.3908, -0.3301], [0.3112, 0.1995, -1.8488], [2.2876, 1.3243, -2.9691], [2.2251, 3.8723, -1.6942], [1.9378, 3.7814, -3.4684], [0.9931, 5.6534, -0.8791], [-1.2953, 6.9093, -0.4423], [-4.8980, 2.7537, -5.6795], [-5.7718, 2.7141, -4.1110], [-4.9840, -0.9272, -3.8181], [-3.7125, 0.1621, -3.1522], [-6.7071, 1.0635, -2.8063], [-6.0869, -0.3650, -1.8980], [-3.9386, 1.4707, -1.4695], [-5.2152, 1.0094, -0.2847], [-5.4671, 2.5246, -1.2711], [-2.2781, 1.2323, -4.9473], [-0.7695, -2.4043, -4.4058], [0.0521, -1.3443, -4.1264], [1.3132, -1.8348, -3.9092], [1.2548, -3.2422, -4.0675], [-0.0425, -3.5645, -4.3767], [-1.7534, -2.3406, -4.6026], [-0.3337, -0.3361, -4.1056], [2.1842, -1.2469, -3.6638], [2.0719, -3.9405, -3.9668], [-0.5105, -4.5155, -4.5764], [-0.2210, 3.8177, 1.6458], [0.4450, 4.5476, 2.5932], [0.2273, 3.9575, 3.8126], [-0.5977, 2.8246, 3.5920], [-0.8547, 2.7632, 2.2458], [-0.2412, 4.0237, 0.6593], [1.0138, 5.4224, 2.3183], [0.6186, 4.3010, 4.7579], [-0.9609, 2.1322, 4.3359], [-1.4331, 2.0627, 1.6642], [-2.8095, 4.4239, 7.6136], [-4.0917, 3.9951, 7.8305], [-4.5732, 3.4892, 6.6498], [-3.5399, 3.6124, 5.6845], [-2.4642, 4.1894, 6.3095], [-2.2134, 4.8450, 8.3051], [-4.5491, 4.0883, 8.8026], [-5.5578, 3.0755, 6.4962], [-3.5800, 3.3115, 4.6489], [-1.4867, 4.4539, 5.9405], [3.7035, -6.5530, -3.9592], [4.4943, -5.8733, -4.8473], [5.7993, -6.0298, -4.4572], [5.7982, -6.8393, -3.2924], [4.4927, -7.1486, -3.0111], [2.7004, -6.6070, -3.9977], [4.0599, -5.3377, -5.6766], [6.6602, -5.6104, -4.9540], [6.6580, -7.1595, -2.7249], [4.0578, -7.7387, -2.2198], [2.6276, -9.0605, -0.0408], [2.1399, -10.3402, -0.0456], [2.9472, -11.1028, 0.7582], [3.9580, -10.2504, 1.2726], [3.7333, -8.9971, 0.7647], [2.2345, -8.2874, -0.5490], [1.2640, -10.5960, -0.6202], [2.8252, -12.1563, 0.9562], [4.7594, -10.5253, 1.9405], [4.2630, -8.0681, 0.9047], [3.7466, 3.4863, 1.0195], [4.5291, 4.1945, 0.1464], [5.8360, 4.0481, 0.5355], [5.8433, 3.2158, 1.6836], [4.5407, 2.8834, 1.9560], [2.7428, 3.4193, 0.9788], [4.0892, 4.7410, -0.6730], [6.6920, 4.4891, 0.0488], [6.7063, 2.8958, 2.2464], [4.1111, 2.2725, 2.7339], [-1.5774, -0.5181, 6.4736], [-1.8176, -1.2466, 5.3392], [-0.9370, -2.2977, 5.3165], [-0.1380, -2.2041, 6.4842], [-0.5581, -1.0989, 7.1790], [-2.0735, 0.3142, 6.7465], [-2.5916, -0.9531, 4.6480], [-0.8744, -3.0512, 4.5469], [0.6551, -2.8722, 6.7821], [-0.2201, -0.6756, 8.1115]], "forces_ev_per_a": [[0.7, 0.1, -1.0], [-0.3, -0.4, 0.1], [0.6, -0.1, 1.2], [-0.6, 1.9, 1.4], [-2.2, -1.2, -1.4], [-0.7, -2.2, -1.9], [1.7, 0.2, 0.3], [1.9, -1.2, -0.4], [0.3, 0.9, 0.8], [2.5, -2.2, -1.1], [0.0, 0.4, 0.3], [0.7, 1.1, -0.4], [0.4, 0.6, 0.9], [-1.2, -1.2, 0.7], [0.5, 0.2, 0.8], [-0.4, -0.5, -0.1], [0.2, 0.4, 0.4], [-3.8, 1.2, 0.1], [1.5, 1.4, 1.2], [-1.2, 0.4, -1.3], [1.8, 0.6, 1.3], [-1.7, 0.6, -0.3], [-0.8, -0.1, -0.9], [-0.6, -0.7, 1.0], [-0.9, -0.6, -0.6], [0.2, -1.1, -0.7], [0.0, -0.8, 1.0], [1.1, -0.6, -0.2], [0.3, 1.3, -0.1], [-0.8, 0.3, -0.6], [1.2, -0.6, 0.2], [0.3, 0.8, -0.7], [-1.1, 0.3, 0.2], [0.1, 0.6, -1.0], [0.7, -1.0, -0.1], [0.0, 1.1, 0.7], [0.1, 0.0, 0.0], [-0.1, 0.0, 0.0], [0.0, 0.2, 0.0], [-0.1, -0.2, -0.1], [0.0, 0.0, 0.0], [0.1, 0.0, 0.0], [0.1, 0.0, 0.0], [-0.1, 0.0, 0.0], [0.0, 0.1, 0.0], [0.0, 0.1, 0.0], [0.1, -0.1, 0.1], [0.0, 0.1, -0.1], [0.1, 0.1, 0.0], [-0.1, -0.1, -0.1], [0.0, 0.0, 0.0], [-0.1, 0.0, 0.0], [0.0, 0.0, 0.1], [0.0, 0.0, -0.1], [0.0, 0.0, 0.0], [0.0, 0.0, 0.1], [-0.1, -0.1, -0.1], [0.0, 0.0, 0.1], [-0.1, 0.0, 0.2], [0.1, 0.0, -0.1], [0.1, 0.0, 0.0], [-0.1, 0.0, -0.1], [0.0, 0.0, -0.1], [0.1, 0.0, 0.0], [0.0, 0.0, 0.1], [-0.1, 0.0, 0.0], [0.1, 0.0, 0.0], [-0.1, 0.1, -0.1], [-0.1, 0.1, -0.1], [0.0, -0.1, 0.1], [-0.1, 0.0, 0.1], [0.1, 0.0, 0.0], [0.1, 0.0, 0.0], [-0.1, 0.0, 0.0], [-0.1, 0.0, 0.0], [0.1, 0.0, 0.0], [0.0, -0.1, 0.0], [0.0, 0.0, -0.1], [-0.1, 0.0, -0.1], [0.1, 0.1, 0.0], [0.1, 0.1, 0.0], [0.0, -0.1, 0.1], [0.1, 0.0, 0.0], [0.0, 0.1, 0.0], [-0.1, 0.0, 0.0], [0.0, -0.1, 0.0], [0.1, 0.0, -0.1], [-0.1, 0.0, 0.0], [0.0, 0.1, -0.1], [-0.1, -0.1, 0.1], [-0.1, 0.0, 0.1], [0.1, 0.0, 0.1], [0.1, 0.0, 0.0], [-0.1, 0.0, 0.0], [-0.1, 0.0, 0.0], [0.0, 0.0, 0.0], [0.0, -0.1, 0.0], [0.0, 0.1, 0.0], [-0.1, 0.0, -0.1], [0.1, 0.0, 0.2], [0.0, 0.1, 0.0], [0.0, -0.1, 0.0], [0.1, 0.0, 0.0], [0.0, 0.0, 0.0], [-0.1, 0.0, 0.0], [0.0, 0.0, -0.1]]}



Which formula does entry 3 have? C43H52FN9O



What is the formula in the first record? C4H6O2S